Record 1
{
  "formula": "C7H8ClN3O4",
  "method": "ωB97M-V/def2-TZVPD",
  "lumo_ev": [-0.85, -0.83],
  "orbital_gap_ev": [8.70, 8.76],
  "species": ["Cl", "O", "O", "O", "O", "N", "N", "N", "C", "C", "C", "C", "C", "C", "C", "H", "H", "H", "H", "H", "H", "H", "H"],
  "coordinates": [[-2.154324, 3.819551, 1.444971], [0.779831, -0.873731, 0.046425], [-1.368617, 1.008034, 0.059958], [2.922048, -3.561488, 0.450871], [0.810328, -3.619242, 0.071466], [1.871425, -3.025625, 0.176678], [0.367995, 2.560217, 0.200051], [-1.200804, 3.926351, 0.100137], [1.907548, -1.592308, 0.136886], [2.941387, -0.700460, 0.314506], [-0.091197, 1.398584, 0.141205], [2.311200, 0.562120, 0.356473], [0.991234, 0.354433, 0.195442], [-2.339607, -0.857103, -1.244900], [-1.989019, -0.345716, 0.079887], [-1.524098, -1.131223, -2.014799], [-2.786756, -1.807383, -1.269157], [-0.625531, 4.827904, 0.337743], [2.538992, 1.606630, 0.367549], [-1.425525, -1.122907, 0.550266], [3.918985, -1.127715, 0.465312], [-2.901525, -0.098115, -1.714439], [-2.953974, -0.200805, 0.747470]],
  "atomic_forces_ev_per_a": [[-0.79, -0.36, 1.13], [-3.30, -5.68, -0.68], [-0.75, -0.18, -0.16], [0.63, 0.03, -0.31], [0.01, 0.67, -0.40], [-0.71, -0.20, 0.84], [-1.42, 2.62, 0.07], [2.92, 0.74, -0.45], [0.59, 1.62, -0.05], [-0.27, -1.29, 0.21], [-0.37, -2.33, -0.01], [0.78, 1.16, -0.11], [0.72, 3.15, 0.16], [1.93, 0.36, -2.87], [-0.94, 0.40, 2.33], [-0.28, 1.03, 1.58], [-1.41, -1.02, 0.74], [-0.69, -2.25, -0.75], [1.37, 0.12, 0.37], [0.84, 0.19, 0.84], [0.35, 0.77, -0.04], [-1.15, 0.48, -0.94], [1.95, -0.03, -1.48]]
}

Record 2
{
  "formula": "C6H7N",
  "method": "ωB97M-V/def2-TZVPD",
  "lumo_ev": [-1.62, -1.62],
  "orbital_gap_ev": [8.23, 8.23],
  "relative_energy_kcal_mol": 180.8,
  "species": ["N", "C", "C", "C", "C", "C", "C", "H", "H", "H", "H", "H", "H", "H"],
  "coordinates": [[0.043658, -3.708763, -0.627103], [0.409487, -4.836479, -0.758348], [-0.665649, -0.593906, 0.736604], [-0.323237, -0.431802, -0.796399], [-0.360790, -1.623147, -0.255919], [-0.299628, 0.433118, -2.017988], [0.471007, -0.126801, 1.692095], [0.110308, 0.618087, 2.372897], [-0.251124, -0.304775, -2.920312], [-0.990391, 1.248518, -2.182360], [-1.635287, -0.572420, 1.137876], [1.312474, 0.280137, 1.246457], [0.784446, 0.759116, -1.994822], [0.571608, -0.953666, 2.400249]],
  "atomic_forces_ev_per_a": [[0.03, 1.43, 0.37], [-0.69, 2.14, 0.26], [3.23, -0.50, 1.00], [-1.72, -2.85, -1.31], [0.73, 0.05, -1.44], [3.05, -2.00, -0.86], [-3.52, -1.10, 1.23], [-0.51, 0.88, 0.19], [-0.59, 1.29, 1.54], [-0.15, -0.09, 0.43], [-1.43, 0.40, 0.31], [1.81, 0.01, -1.05], [-1.20, 0.53, -0.32], [0.95, -0.20, -0.35]]
}

Record 3
{
  "formula": "C3HCl3N2",
  "method": "ωB97M-V/def2-TZVPD",
  "lumo_ev": [-1.49, -1.53],
  "orbital_gap_ev": [7.94, 6.94],
  "relative_energy_kcal_mol": 96.6,
  "species": ["Cl", "Cl", "Cl", "N", "N", "C", "C", "C", "H"],
  "coordinates": [[-3.333156, 0.736916, -0.243755], [1.862753, 2.483400, -0.563912], [2.457046, -0.831633, 1.005148], [-1.786218, 0.238315, -0.748054], [-1.283042, -0.714184, -0.110987], [1.046272, -0.067780, 0.204853], [0.974730, 1.182879, -0.145853], [-0.074581, -1.001976, 0.169049], [0.136196, -2.025938, 0.433512]],
  "atomic_forces_ev_per_a": [[-0.31, -0.20, 0.36], [0.25, 0.14, 0.14], [-0.25, 0.53, -0.43], [1.40, 0.99, -0.83], [-1.46, -0.92, 0.58], [0.33, -0.58, 0.68], [-0.42, 0.05, -0.48], [0.47, 0.11, -0.06], [-0.02, -0.11, 0.05]]
}

Record 4
{
  "formula": "C25H49N4O6",
  "method": "ωB97M-V/def2-TZVPD",
  "lumo_ev": -3.87,
  "orbital_gap_ev": 8.13,
  "charge": 1,
  "relative_energy_kcal_mol": 198.4,
  "smiles": "CCCN(CCCCCCCCCOC)C1=[N+](CC(=O)O)[C@@H](N)O[C@@](CCCOC)(C[C@@H]2CO2)N1",
  "species": ["O", "O", "O", "O", "O", "O", "N", "N", "N", "N", "C", "C", "C", "C", "C", "C", "C", "C", "C", "C", "C", "C", "C", "C", "C", "C", "C", "C", "C", "C", "C", "C", "C", "C", "C", "H", "H", "H", "H", "H", "H", "H", "H", "H", "H", "H", "H", "H", "H", "H", "H", "H", "H", "H", "H", "H", "H", "H", "H", "H", "H", "H", "H", "H", "H", "H", "H", "H", "H", "H", "H", "H", "H", "H", "H", "H", "H", "H", "H", "H", "H", "H", "H", "H"],
  "coordinates": [[-1.285569, -3.718771, -3.058265], [-3.867312, 2.895387, 4.103204], [2.544592, 1.455822, -2.802424], [-5.418112, 2.420434, 2.497285], [-2.363423, 3.796626, -3.476735], [0.137447, 3.158392, 1.252345], [-1.733151, 1.826057, 2.166396], [-1.098304, 3.972937, 3.064964], [-0.883399, -0.411153, 1.786450], [-0.633267, 1.250136, -0.048001], [-1.401597, -0.752763, 3.159545], [3.796724, -2.833467, -0.545008], [-2.471327, 2.421806, -3.916421], [-4.198399, 2.386333, 2.821581], [-0.509941, -1.671730, 5.471692], [-1.184762, 3.167239, 1.786077], [3.253059, -3.160788, 0.929781], [0.191842, 2.491866, -0.063660], [-3.187998, 1.726460, 1.780164], [2.639923, -2.671428, -1.652937], [3.567183, 0.670158, -1.830581], [0.795735, -2.421096, 1.757021], [-0.434120, 3.597745, -1.085655], [2.056964, -4.070515, -2.201855], [-1.003949, 4.279469, -3.524950], [-1.042173, 0.823600, 1.297194], [-0.252782, -1.495846, 0.979879], [-1.743375, -3.592649, -1.680197], [1.955534, 1.020922, -1.483566], [-0.126976, -2.847262, -3.213475], [1.760857, 2.271276, -0.321947], [1.162550, -3.754477, -3.516624], [2.350994, -1.962323, 1.565123], [0.018675, 3.420860, -2.606740], [-0.345576, -0.505476, 4.340807], [4.599974, -3.583872, -0.905318], [-1.585661, 3.617718, -1.047707], [1.187103, 0.102554, -1.457919], [-0.596191, 4.407832, -4.600769], [0.741765, -0.463363, 4.004009], [-1.978062, 3.694626, 1.153345], [-3.489632, 2.180637, -4.369430], [2.348943, 1.940687, 0.594815], [-0.483054, 4.768718, 2.784305], [-0.327436, -2.171229, -4.126814], [4.189580, -3.268660, 1.597810], [1.779648, -3.201783, -4.323039], [1.419804, -4.620196, -1.411684], [-3.447012, 0.598296, 1.758183], [1.047896, 3.899703, -2.759925], [2.729238, -4.173815, 0.942703], [0.089907, 2.347244, -2.982098], [3.801352, -0.023760, -2.708642], [-4.157497, 2.272150, 4.806233], [4.297711, 1.538823, -1.929751], [-1.017620, -1.269388, 6.428837], [-1.523358, 1.480558, -0.540367], [-0.643180, 0.464232, 4.874822], [2.989975, -2.082261, -2.569227], [0.781487, -4.753969, -3.925828], [-1.648928, 2.114914, -4.671141], [0.571366, -2.608050, 2.857396], [0.485275, -2.119626, 5.797331], [2.439954, -0.996236, 0.965076], [-1.592223, -1.893523, 3.126652], [-1.991070, -2.480872, -1.466700], [-0.906304, -3.888465, -0.944090], [-2.013108, 4.445331, 3.229818], [2.940916, -4.735323, -2.539933], [-1.029838, 5.354251, -3.096400], [2.776084, -1.797494, 2.621430], [-2.407543, -0.281767, 3.403355], [0.744012, -3.460094, 1.248384], [2.212646, 3.142738, -0.897646], [-1.118369, -2.189997, 0.647877], [4.330043, -1.820522, -0.482015], [-3.347222, 2.080445, 0.689716], [-0.089012, 4.626969, -0.715883], [-1.169405, -2.538942, 5.119361], [0.245438, -1.147102, 0.015841], [-2.278166, 1.755254, -2.985758], [-0.023991, -2.152601, -2.312358], [1.775873, -2.119760, -1.147779], [-2.708673, -4.174790, -1.479544]],
  "atomic_forces_ev_per_a": [[0.19, 1.05, 2.15], [0.86, -1.49, -1.79], [-2.38, -1.15, 3.72], [5.15, -0.38, 0.77], [0.92, -0.71, -0.85], [-1.74, -1.65, -0.08], [1.04, -1.76, -2.74], [0.16, 0.60, -1.77], [-0.10, 2.83, -1.23], [-0.69, -0.36, 1.40], [0.13, -1.76, 0.97], [-0.05, 0.65, -0.40], [0.80, -1.01, 0.37], [-5.23, 0.28, -0.32], [-0.35, -0.01, 0.36], [-0.72, 2.46, 1.70], [1.00, 0.41, -0.19], [0.62, 2.59, -0.11], [-0.08, -0.82, 0.25], [-0.08, -1.12, 0.51], [-2.54, 2.72, -4.25], [0.89, -0.46, -0.80], [0.30, -0.55, -0.46], [0.14, 0.77, -0.81], [0.97, 0.79, 0.45], [-0.22, 0.11, 1.30], [-0.16, -2.32, -0.56], [-0.28, 0.62, 0.25], [3.39, 0.40, -1.02], [0.33, -0.16, -1.31], [-0.39, -2.38, -2.43], [-0.11, 0.09, 0.57], [-0.14, -1.02, 0.87], [-0.34, 1.05, -0.54], [-0.69, -0.16, 1.21], [-1.43, 1.02, 0.70], [1.63, -0.27, 0.02], [1.95, 2.26, -0.36], [-0.76, -0.62, 1.55], [-1.61, 0.06, 0.16], [1.32, -0.84, -0.04], [1.35, 0.67, 0.79], [-0.99, 0.71, -1.09], [-0.40, -0.75, 0.50], [0.25, -1.04, 1.35], [-1.51, 0.07, -1.04], [-0.74, -1.07, 1.36], [1.07, 0.79, -1.21], [0.12, 1.86, 0.22], [-1.38, -0.82, 0.22], [0.46, 1.40, 0.06], [-0.17, 1.36, 0.70], [-0.10, -0.31, 2.46], [-0.05, 0.56, -0.69], [-0.49, -1.42, 1.81], [0.86, -0.53, -1.63], [0.77, -0.36, 0.34], [0.79, -1.18, -1.11], [-0.40, -0.72, 1.44], [0.49, 1.58, 0.33], [-1.31, 0.73, 1.00], [0.07, 0.44, -1.48], [-1.24, 0.71, -0.56], [-0.08, -1.27, 0.71], [0.29, 1.87, -0.19], [0.29, -1.54, -0.30], [-1.24, 0.17, -1.01], [0.76, -0.75, -0.04], [-1.46, 0.93, 0.72], [-0.12, -1.73, -0.61], [-0.62, 0.11, -1.65], [1.55, -0.37, -0.62], [-0.24, 1.71, 0.79], [-0.58, -0.93, 1.28], [1.22, 1.24, 0.60], [-0.64, -1.34, -0.02], [-0.20, -0.09, 1.91], [-0.37, -1.58, -0.46], [0.95, 1.19, 0.33], [-0.88, 0.10, 1.56], [-0.52, 0.70, -1.45], [0.04, -0.99, -1.10], [1.14, -0.45, -0.80], [1.60, 0.54, -0.58]]
}

Record 5
{
  "formula": "C2H7N2S",
  "method": "ωB97M-V/def2-TZVPD",
  "lumo_ev": -4.40,
  "orbital_gap_ev": 9.53,
  "charge": 1,
  "relative_energy_kcal_mol": 18.4,
  "smiles": "NC(=[NH2+])CS",
  "species": ["S", "N", "N", "C", "C", "H", "H", "H", "H", "H", "H", "H"],
  "coordinates": [[0.849235, 1.187080, -1.748556], [-0.807286, 0.285622, 1.218564], [1.023296, -0.870617, 0.728774], [-0.035155, -0.255295, 0.192588], [-0.309262, -0.097935, -1.224319], [-1.719046, 0.807540, 0.999182], [1.856470, -1.209731, 0.227643], [0.228234, 1.995585, -0.777438], [0.968835, -1.213918, 1.653927], [-1.405750, 0.086190, -1.463787], [-0.172251, -0.957721, -1.911400], [-0.477318, 0.243200, 2.104822]],
  "atomic_forces_ev_per_a": [[-1.09, 1.27, 1.16], [-2.47, 0.46, -6.84], [0.76, -0.51, -2.14], [-0.44, -0.14, 4.61], [-1.76, -0.50, -2.05], [2.04, -1.32, 0.61], [-1.01, 0.37, -0.12], [1.12, -0.18, -1.27], [-0.02, 0.00, 1.04], [1.27, 0.49, 0.73], [0.60, -0.03, 1.07], [0.99, 0.08, 3.19]]
}

Record 6
{
  "formula": "C13H27CeClIN2OP2",
  "method": "ωB97M-V/def2-TZVPD",
  "s2": 0.75,
  "lumo_ev": -8.54,
  "orbital_gap_ev": 4.45,
  "charge": 2,
  "spin_multiplicity": 2,
  "species": ["Ce", "I", "Cl", "P", "P", "O", "N", "N", "C", "C", "C", "C", "C", "C", "C", "C", "C", "C", "C", "C", "C", "H", "H", "H", "H", "H", "H", "H", "H", "H", "H", "H", "H", "H", "H", "H", "H", "H", "H", "H", "H", "H", "H", "H", "H", "H", "H", "H"],
  "coordinates": [[0.142605, -1.342081, -1.000653], [1.841541, -2.662182, -2.865545], [2.294246, 0.157751, -1.363812], [1.225630, -1.823597, 1.817838], [-1.366670, 1.058682, -2.338867], [-3.126078, -4.319381, -1.072144], [0.832553, 5.039565, 3.049526], [0.205679, 1.436822, 1.012937], [-0.365958, 2.939089, 2.830954], [1.106874, 2.357934, 0.639101], [1.353242, 3.579018, 1.251273], [0.702878, -1.501179, 3.545600], [-0.522858, 1.741837, 2.100207], [-2.556505, -4.937435, -1.864651], [-2.689771, 2.251110, -1.879083], [0.602392, 3.889160, 2.395621], [1.467987, -3.636505, 1.869031], [-1.641491, -5.518478, -2.832022], [-2.116705, 0.286255, -3.820713], [2.969826, -1.256703, 1.923827], [-0.198535, 2.234727, -3.146692], [1.728952, -3.987398, 0.859324], [-1.001050, 3.070708, 3.705222], [-1.476983, -4.780809, -3.644600], [0.003005, 3.070316, -2.462340], [2.267329, -3.900136, 2.579401], [-2.297853, 2.926749, -1.107120], [3.375290, -1.169719, 0.908416], [-3.541705, 1.702372, -1.456317], [2.120520, 4.181019, 0.789826], [-1.442368, -0.505753, -4.178829], [-1.253441, 0.994179, 2.394166], [-3.070806, -0.173301, -3.527548], [3.584188, -1.959492, 2.506123], [-0.663885, -5.679839, -2.332981], [2.999791, -0.268369, 2.401951], [-0.298232, -1.921711, 3.711762], [-0.595725, 2.635450, -4.091702], [0.517583, -4.099575, 2.170601], [-3.046998, 2.858282, -2.726515], [0.346523, 5.321578, 3.877925], [1.697082, 2.077726, -0.225638], [1.401782, -1.935867, 4.277855], [0.654542, -0.415793, 3.701340], [-2.145800, -6.470625, -3.169877], [-2.280921, 1.025623, -4.619510], [1.514508, 5.718757, 2.755421], [0.743789, 1.711221, -3.348087]],
  "atomic_forces_ev_per_a": [[1.40, 2.86, 0.86], [-0.48, -1.45, -0.63], [-0.86, -0.30, 0.32], [0.89, -0.28, 0.91], [-0.28, 1.05, -0.94], [2.09, -3.03, -3.47], [0.03, 0.76, 0.48], [-0.22, -0.25, 0.00], [-0.02, -1.13, -0.85], [0.27, 0.29, -0.19], [-0.66, -1.52, -0.41], [-0.58, 0.20, -0.07], [0.51, 1.26, 0.30], [-1.12, 3.09, 2.94], [-0.16, -0.23, 0.62], [-0.10, -0.12, 0.22], [-0.20, -0.16, -0.18], [-0.89, -0.63, 0.08], [-0.01, -0.37, 0.03], [0.07, 0.25, -0.47], [0.48, -0.25, 0.20], [0.09, -0.10, 0.32], [0.29, 0.28, -0.16], [-0.32, -0.30, 0.20], [0.03, -0.27, -0.14], [-0.36, -0.03, -0.28], [-0.13, -0.17, -0.14], [0.08, 0.05, 0.32], [0.13, 0.23, -0.06], [-0.02, 0.40, 0.36], [-0.20, 0.20, -0.17], [-0.04, 0.18, 0.18], [0.14, 0.10, -0.22], [-0.33, 0.18, -0.12], [-0.44, -0.13, -0.01], [-0.01, -0.21, -0.23], [0.23, 0.13, 0.08], [-0.08, -0.21, 0.38], [0.31, -0.07, -0.02], [0.33, -0.37, 0.14], [-0.32, -0.30, 0.13], [-0.08, 0.22, 0.14], [-0.14, 0.07, -0.43], [-0.01, -0.25, 0.00], [0.76, 0.74, 0.03], [0.00, -0.33, 0.27], [0.05, -0.32, -0.31], [-0.12, 0.26, 0.00]]
}

Number 1: energy -1196.62679 a.u.. Number 2: energy -287.29917 a.u.. Number 3: energy -1604.79659 a.u.. Number 4: energy -1651.81623 a.u.. Number 5: energy -587.84065 a.u.. Number 6: energy -2611.51472 a.u..